# C10H16

A 2-piece molecular cluster, C10H16 overall in a non-equilibrium geometry (ωB97M-V/def2-TZVPD, the OMol25 dataset).

Each line ends with the Mulliken charge.
CARTESIAN COORDINATES (ANGSTROEM)
C1 0.4297 -1.0669 2.1956  0.02
C2 -0.9518 -0.6121 3.0171  -1.01
C3 -0.0337 -2.2693 1.3566  -1.10
H1 0.8492 -0.1265 1.6309  -0.09
H2 1.3086 -1.1967 2.8174  0.38
H3 -1.7415 -0.1111 2.4353  0.30
H4 -0.9545 -2.0009 0.7401  0.24
H5 -0.3976 0.1205 3.6242  0.30
H6 -1.5078 -1.4247 3.6499  0.27
H7 0.4312 -2.6025 0.4160  0.33
H8 -0.4262 -3.0113 2.0677  0.35
C4 1.9896 1.9052 -0.8545  -1.59
C5 -0.3162 -0.7697 -1.9397  -0.36
C6 0.8338 -0.1234 -1.5492  -0.45
C7 -1.4613 0.0345 -2.3868  -0.58
C8 0.7688 1.2800 -1.4131  0.99
C9 -1.4192 1.4220 -2.3969  -0.32
C10 -0.3509 2.0081 -1.7894  -0.45
H9 -0.2742 -1.8824 -1.8302  0.43
H10 1.5848 -0.6784 -0.8908  0.29
H11 -2.4405 -0.3924 -2.4278  0.35
H12 -2.3429 2.1302 -2.9079  0.20
H13 2.8893 1.4272 -1.3009  0.32
H14 2.0845 2.0328 0.2643  0.27
H15 -0.6258 2.9756 -1.5189  0.39
H16 2.0745 2.9325 -1.0090  0.49

Results
E_tot: -390.5115 Eh
SMILES string: Cc1ccccc1.CCC
LUMO: 0.95 eV
strongest force on any atom: 4.0 eV/A
Kohn-Sham gap: 9.666 eV
energy relative to the best compared isomer or geometry (same formula, charge and spin): 3.3831 eV